1.
A single C3H7NO2 molecule in a non-equilibrium geometry. Source: the OMol25 dataset; level of theory: wB97M-V/def2-TZVPD.

Structure (XYZ):
```
13
Properties=species:S:1:pos:R:3:forces:R:3:nbo_charge:R:1
C -0.899085 1.689457 -0.969602 0.1 0.2 0.1 -0.44
N -0.941660 0.246714 -0.831300 -0.4 -0.3 0.0 -0.60
C -0.559208 -0.540052 0.151779 -0.7 0.0 -0.8 0.25
O 0.190082 0.078305 1.076143 0.7 -1.2 -1.0 -0.56
C 1.113371 -1.057334 1.328031 0.4 0.3 0.9 0.21
O 1.663677 -1.719983 0.231876 -0.3 0.3 0.0 -0.71
H -1.919756 2.082458 -0.919367 0.2 0.1 0.0 0.20
H -0.313250 2.102656 -0.148987 0.0 0.0 -0.1 0.23
H -0.448243 1.971047 -1.925193 0.0 0.0 0.1 0.20
H -1.349521 -0.292675 -1.575455 -0.4 0.3 -0.1 0.40
H 0.549548 -1.741341 1.963907 0.2 0.1 0.1 0.16
H 1.943502 -0.550955 1.792326 0.2 -0.2 0.5 0.17
H 0.970544 -2.268299 -0.174157 0.1 0.4 0.2 0.49
```
Forces are in eV/Å.

Results
- Kohn-Sham gap: 0.34490 Eh
- Strongest force on any atom: 1.65 eV Å⁻¹
- LUMO energy: 0.98 eV

***

2.
2 unconnected molecules or ions with the total composition C3H7NO2. Source: the OMol25 dataset; level of theory: wB97M-V/def2-TZVPD.

Structure (XYZ):
```
13
Properties=species:S:1:pos:R:3:forces:R:3:nbo_charge:R:1
H -0.412471 1.988522 2.659798 0.0 0.0 0.0 0.36
N 0.223667 1.704053 1.914010 -0.3 -0.3 -0.2 -0.67
C -0.364905 0.978359 1.081209 0.2 0.2 0.2 0.52
O -1.559758 0.431776 0.798881 -0.1 0.0 0.1 -0.48
C -0.388012 0.186155 -0.111342 0.2 0.0 -0.2 0.29
O 0.133929 -1.056250 -0.103563 0.0 0.1 0.1 -0.49
C -0.408082 -1.906756 -1.105983 -0.1 -0.2 -0.2 -0.26
H -0.548483 0.636718 -1.092559 0.0 -0.1 0.1 0.17
H -0.178780 -1.520514 -2.107910 0.0 -0.1 0.2 0.18
H -1.492548 -2.005201 -0.988261 0.1 0.0 0.0 0.18
H 0.063933 -2.880214 -0.972911 -0.1 0.1 0.0 0.21
H 2.644537 1.647220 -0.304284 0.0 0.0 0.1 -0.03
H 2.286975 1.796132 0.332917 0.0 0.0 -0.1 0.02
```
Forces are in eV/Å.

Results
- Kohn-Sham gap: 0.42021 Eh
- Strongest force on any atom: 0.47 eV Å⁻¹
- Structure (SMILES): [H]/N=C1\O[C@@H]1OC.[H][H]
- LUMO energy: 0.91 eV

***

3.
A molecular structure, C3H7NO2 in a non-equilibrium geometry. Source: the OMol25 dataset; level of theory: wB97M-V/def2-TZVPD.

Structure (XYZ):
```
13
Properties=species:S:1:pos:R:3:forces:R:3:nbo_charge:R:1
C -0.751058 0.509488 0.430958 -3.1 -1.4 -1.8 -0.08
C 2.604345 -0.246865 0.099196 1.0 -0.8 0.3 -0.27
C -1.989821 0.006820 -0.456354 -1.4 1.5 1.6 0.14
O -0.065359 -0.289099 -0.415446 5.8 1.2 1.2 -0.28
O 1.438842 0.489817 0.012724 -1.7 -0.7 -0.9 -0.37
N -2.956724 -0.546804 0.124856 -0.3 0.1 0.4 -0.60
H -0.675216 1.592741 0.284650 0.3 -0.2 0.0 0.20
H -0.778615 0.158742 1.464686 -0.1 0.2 -0.1 0.20
H -3.797860 -0.629954 -0.444937 0.3 -0.4 -0.4 0.34
H -1.955567 0.298182 -1.509296 0.0 0.1 0.2 0.17
H 2.554972 -1.265179 -0.312969 -0.3 0.3 -0.1 0.20
H 2.951585 -0.351304 1.140115 -0.4 -0.1 0.0 0.17
H 3.420478 0.273414 -0.418183 -0.2 0.0 -0.3 0.18
```
Forces are in eV/Å.

Results
- Kohn-Sham gap: 0.32738 Eh
- Strongest force on any atom: 6.04 eV Å⁻¹
- LUMO energy: -0.76 eV

***

4.
2 unconnected molecules or ions with the total composition C3H7NO2 in a non-equilibrium geometry. Source: the OMol25 dataset; level of theory: wB97M-V/def2-TZVPD.

Structure (XYZ):
```
13
Properties=species:S:1:pos:R:3:forces:R:3:nbo_charge:R:1
C 2.333664 -0.364880 -0.245386 -2.1 0.3 0.9 -0.52
C 2.167966 0.175907 0.984558 3.3 -1.1 0.3 0.15
O 1.214173 0.935406 1.561586 -0.5 2.1 1.7 -0.72
H 3.300025 -0.819336 -0.564675 -1.3 0.1 0.6 0.23
H 1.370703 -0.519834 -0.763334 1.0 0.5 -0.9 0.20
H 2.959774 -0.159814 1.666462 0.2 1.0 0.1 0.15
H 1.545899 1.610785 2.320104 -0.7 -2.9 -2.9 0.51
N -2.259267 0.748989 -0.512048 0.6 -0.4 0.1 -0.85
C -1.543338 -0.469395 -0.631343 -3.4 0.8 -2.3 0.52
O -1.892221 -1.371947 -1.408690 1.2 1.8 2.1 -0.59
H -3.124941 0.964814 -1.029777 1.0 -0.5 0.3 0.40
H -1.833949 1.520412 0.026012 -0.5 -0.9 -0.5 0.39
H -0.728009 -0.397415 0.059409 1.0 -0.7 0.3 0.12
```
Forces are in eV/Å.

Results
- Kohn-Sham gap: 0.34772 Eh
- Strongest force on any atom: 4.17 eV Å⁻¹
- Structure (SMILES): C=CO.NC=O
- LUMO energy: 0.28 eV

***

5.
A single C3H7NO2 molecule. Source: the OMol25 dataset; level of theory: wB97M-V/def2-TZVPD.

Structure (XYZ):
```
13
Properties=species:S:1:pos:R:3:forces:R:3:nbo_charge:R:1
N 1.443319 0.004795 -0.843047 -0.1 -0.1 -0.3 -0.84
C 0.275343 -0.672151 -1.076143 0.0 -0.1 0.0 0.67
O 0.195603 -1.532022 -1.936090 0.0 0.4 0.4 -0.61
C -0.905646 -0.356807 -0.152536 0.0 0.0 0.1 -0.54
C -0.705686 0.718005 0.911873 -0.2 0.1 -0.2 -0.07
O 0.330348 0.428392 1.835939 0.1 -0.1 0.1 -0.72
H 2.177330 -0.174220 -1.513534 -0.1 0.1 0.1 0.41
H 1.499130 0.840082 -0.279204 -0.1 -0.2 0.0 0.41
H -1.179754 -1.306194 0.328957 0.1 0.1 -0.1 0.24
H -1.759634 -0.085770 -0.785056 0.2 -0.1 0.0 0.25
H -0.482252 1.690385 0.447003 -0.1 -0.1 0.0 0.16
H -1.639318 0.846301 1.475021 0.1 -0.1 -0.1 0.18
H 0.751216 -0.400797 1.586818 0.0 0.0 0.1 0.47
```
Forces are in eV/Å.

Results
- Kohn-Sham gap: 0.39663 Eh
- Strongest force on any atom: 0.54 eV Å⁻¹
- Structure (SMILES): NC(=O)CCO
- LUMO energy: 0.78 eV

***

6.
A single C3H7NO2 molecule in a non-equilibrium geometry. Source: the OMol25 dataset; level of theory: wB97M-V/def2-TZVPD.

Structure (XYZ):
```
13
Properties=species:S:1:pos:R:3:forces:R:3:nbo_charge:R:1
N -1.458769 -0.764696 -0.460452 -0.2 -0.8 -1.2 -0.94
C -0.674409 0.203925 -1.190634 -0.7 -0.7 -0.2 0.69
O -0.877793 0.500752 -2.340394 0.3 0.0 0.5 -0.54
C 0.013256 0.954427 -0.082733 -0.5 -0.5 0.4 -0.60
C 1.171774 0.301798 0.657604 0.1 0.2 -0.1 -0.05
O 0.754499 -0.971973 1.133353 0.2 -0.3 0.2 -0.74
H -0.925540 -1.510955 -0.027362 -0.2 0.2 0.1 0.42
H -2.359674 -0.985415 -0.834663 0.0 -0.6 -0.6 0.39
H -0.989468 0.561704 0.470108 2.2 3.1 0.8 0.32
H 0.326087 1.973482 -0.397727 -0.7 -0.5 0.5 0.24
H 2.073622 0.190702 0.036469 -0.2 0.1 -0.1 0.16
H 1.433585 0.955780 1.503535 -0.1 -0.1 -0.2 0.17
H 1.512836 -1.409531 1.532890 -0.1 0.0 0.0 0.48
```
Forces are in eV/Å.

Results
- Kohn-Sham gap: 0.36013 Eh
- Strongest force on any atom: 3.89 eV Å⁻¹
- Structure (SMILES): NC(=O)CCO
- LUMO energy: 0.63 eV

***

7.
A single C3H7NO2 molecule. Source: the OMol25 dataset; level of theory: wB97M-V/def2-TZVPD.

Structure (XYZ):
```
13
Properties=species:S:1:pos:R:3:forces:R:3:nbo_charge:R:1
N -1.143924 -1.534853 -1.180556 0.0 0.0 -0.4 -0.82
C -0.467239 -0.414718 -1.413130 -0.3 -0.4 0.3 0.28
O -1.004886 0.530594 -0.611724 0.3 -0.3 -0.1 -0.56
C 0.048429 1.351546 -0.096699 0.2 0.3 0.2 -0.09
C 1.131803 0.492804 0.565947 0.2 0.3 -0.1 -0.10
O 0.601195 -0.431362 1.493582 -0.2 -0.2 0.0 -0.71
H -0.821705 -2.373635 -1.630703 -0.3 0.0 -0.2 0.40
H -1.957505 -1.577677 -0.569258 0.1 0.0 0.0 0.38
H -0.439181 1.980426 0.648408 0.1 0.1 -0.1 0.19
H 0.485404 1.956574 -0.899675 -0.1 0.0 0.1 0.19
H 1.721980 -0.022339 -0.205467 -0.1 0.2 0.1 0.18
H 1.802995 1.147744 1.127698 0.0 0.0 -0.1 0.18
H 0.122371 -1.101472 0.986774 0.1 0.1 0.2 0.47
```
Forces are in eV/Å.

Results
- Kohn-Sham gap: 0.35975 Eh
- Strongest force on any atom: 0.61 eV Å⁻¹
- LUMO energy: 0.93 eV

***

8.
A molecular structure, C3H7NO2 in a non-equilibrium geometry. Source: the OMol25 dataset; level of theory: wB97M-V/def2-TZVPD.

Structure (XYZ):
```
13
Properties=species:S:1:pos:R:3:forces:R:3:nbo_charge:R:1
C -0.076982 -1.858976 0.637047 -0.7 0.8 1.3 -0.49
C 0.477890 -0.844467 1.710426 -2.4 0.3 0.6 -0.24
C 0.227051 -0.719584 -0.236437 -0.5 -1.0 -2.4 0.11
N 0.725270 0.085067 0.590501 0.9 1.9 0.8 -0.40
O -0.709067 2.147959 -2.391181 -0.3 -1.9 2.6 -0.47
O -0.090912 2.946289 -1.352809 0.6 1.0 -1.6 -0.46
H 0.560605 -2.714704 0.465688 -0.4 -0.5 0.1 0.22
H -1.147499 -1.976930 0.739498 -0.2 -0.9 -0.1 0.22
H -0.155544 -0.398116 2.574627 0.2 -0.7 -1.9 0.19
H 1.234888 -1.263298 2.280426 2.4 -0.4 0.5 0.19
H 0.028307 -0.670469 -1.341254 0.5 0.6 1.1 0.19
H -0.389800 2.586633 -0.524031 -0.6 -0.9 0.3 0.47
H -0.684207 2.680595 -3.152501 0.3 1.7 -1.2 0.46
```
Forces are in eV/Å.

Results
- Kohn-Sham gap: 0.39562 Eh
- Strongest force on any atom: 3.19 eV Å⁻¹
- LUMO energy: 1.04 eV

***

9.
2 unconnected molecules or ions with the total composition C3H7NO2. Source: the OMol25 dataset; level of theory: wB97M-V/def2-TZVPD.

Structure (XYZ):
```
13
Properties=species:S:1:pos:R:3:forces:R:3:nbo_charge:R:1
C -1.967577 -0.792380 0.438926 0.0 0.1 0.1 -0.72
C -1.552711 0.077822 -0.712752 0.0 0.2 0.0 0.47
O -1.363917 1.272562 -0.631558 -0.1 -0.5 0.0 -0.57
H -1.902526 -0.229315 1.372761 0.0 -0.1 -0.1 0.23
H -1.319001 -1.671566 0.479025 -0.1 0.1 0.0 0.25
H -2.999808 -1.131506 0.287973 0.1 0.0 0.0 0.23
H -1.448889 -0.439189 -1.687950 0.0 0.1 0.1 0.11
N 2.755450 0.637057 0.226663 0.0 -0.1 0.0 -0.82
C 1.459296 0.339170 -0.027159 0.0 -0.1 0.0 0.52
O 1.036990 -0.783511 -0.242027 0.2 0.4 0.1 -0.63
H 3.055291 1.593158 0.323234 -0.1 -0.1 0.0 0.40
H 3.449704 -0.093955 0.189969 -0.1 0.1 0.0 0.40
H 0.797699 1.221653 -0.017105 0.1 -0.1 0.0 0.14
```
Forces are in eV/Å.

Results
- Kohn-Sham gap: 0.38919 Eh
- Strongest force on any atom: 0.48 eV Å⁻¹
- Structure (SMILES): CC=O.NC=O
- LUMO energy: 0.96 eV

***

Relative energy (zero: lowest compared OMol25 entry of this formula, charge and spin)? In order: 326.1, 381.9, 657.1, 275.9, 63.7, 249.8, 294.0, 594.5, 95.7 kJ/mol.